1.
C68H74F10N10O3 | wB97M-V/def2-TZVPD

Each line ends with the Löwdin charge.
Cartesian coordinates (Å):
C: -1.26 3.53 5.46  -0.099
C: -1.34 2.07 4.91  -0.218
C: -1.10 2.02 3.37  -0.188
N: -2.03 1.02 2.83  0.002
C: -1.76 0.67 1.46  -0.136
C: -2.22 1.52 0.44  -0.063
C: -2.98 2.81 0.74  -0.054
C: -2.04 4.07 0.69  -0.173
O: -0.70 3.57 0.57  -0.186
C: 0.12 4.40 -0.24  -0.249
C: 1.35 3.59 -0.69  -0.060
C: -1.93 1.13 -0.86  -0.017
C: -1.24 -0.06 -1.13  -0.008
C: -0.82 -0.92 -0.13  0.025
C: -0.11 -2.23 -0.43  -0.389
F: -0.45 -2.79 -1.62  0.115
F: -0.51 -3.16 0.51  0.068
C: 1.41 -2.11 -0.26  -0.078
C: 1.97 -2.49 0.95  -0.011
C: 3.33 -2.43 1.16  -0.041
C: 4.17 -1.94 0.17  -0.011
C: 3.59 -1.57 -1.02  -0.118
C: 4.47 -1.03 -2.14  -0.545
F: 3.90 -1.14 -3.34  0.144
F: 5.70 -1.57 -2.16  0.133
F: 4.65 0.31 -1.92  0.109
C: 2.24 -1.65 -1.26  0.054
C: -1.09 -0.51 1.18  -0.130
N: -0.66 -1.30 2.31  0.022
C: -1.78 -1.94 3.05  -0.207
C: -2.97 -2.38 2.18  -0.217
C: -3.70 -3.61 2.82  -0.089
C: -0.98 -0.32 -2.61  -0.260
O: 0.05 -0.74 -3.08  0.108
C: -2.13 0.07 -3.53  0.124
C: -2.78 1.18 -3.25  -0.024
C: -3.96 1.72 -4.07  -0.409
F: -4.46 0.66 -4.78  0.088
F: -3.64 2.75 -4.88  0.114
C: -5.06 2.10 -3.07  -0.112
C: -5.82 1.07 -2.56  -0.007
C: -6.81 1.30 -1.62  -0.035
C: -7.03 2.60 -1.19  -0.011
C: -6.26 3.62 -1.71  -0.113
C: -6.55 5.01 -1.16  -0.564
F: -6.46 4.94 0.21  0.107
F: -7.78 5.44 -1.42  0.164
F: -5.62 5.90 -1.52  0.148
C: -5.29 3.40 -2.64  0.038
C: -2.39 1.98 -2.02  -0.225
O: -2.41 3.20 -2.01  0.131
H: -1.49 4.27 4.69  0.063
H: -0.28 3.69 5.93  0.071
H: -2.00 3.65 6.26  0.067
H: -2.38 1.73 5.05  0.092
H: -0.65 1.40 5.44  0.100
H: -0.07 1.77 3.11  0.131
H: -1.28 3.04 3.01  0.084
H: -2.99 1.35 2.87  0.112
H: -3.68 2.93 -0.10  0.101
H: -3.57 2.76 1.66  0.113
H: -2.28 4.73 -0.15  0.111
H: -2.08 4.63 1.63  0.117
H: 0.48 5.24 0.38  0.120
H: -0.40 4.76 -1.13  0.112
H: 1.27 3.25 -1.73  0.070
H: 2.29 4.16 -0.61  0.068
H: 1.46 2.68 -0.09  0.073
H: 1.37 -2.85 1.77  0.114
H: 3.73 -2.76 2.11  0.116
H: 5.24 -1.89 0.37  0.127
H: 1.85 -1.37 -2.23  0.106
H: -0.19 -0.64 2.93  0.114
H: -1.40 -2.82 3.59  0.102
H: -2.16 -1.25 3.82  0.094
H: -2.69 -2.68 1.16  0.091
H: -3.71 -1.57 2.14  0.102
H: -4.68 -3.34 3.20  0.069
H: -3.88 -4.36 2.03  0.070
H: -3.08 -4.12 3.56  0.047
H: -2.37 -0.54 -4.39  0.147
H: -5.67 0.04 -2.85  0.132
H: -7.39 0.47 -1.21  0.116
H: -7.78 2.78 -0.43  0.132
H: -4.68 4.21 -3.02  0.113
C: 8.63 1.62 -4.92  -0.113
C: 9.14 0.35 -5.31  -0.129
C: 8.40 -0.60 -4.66  -0.130
N: 7.47 0.04 -3.89  0.013
C: 7.60 1.39 -4.05  -0.136
H: 8.98 2.59 -5.24  0.093
H: 9.96 0.16 -5.99  0.083
H: 8.46 -1.68 -4.68  0.107
H: 6.79 -0.42 -3.31  0.093
H: 6.95 2.07 -3.52  0.107
C: 7.60 3.18 1.24  -0.113
C: 8.58 2.30 0.71  -0.110
C: 7.92 1.30 0.05  -0.143
N: 6.58 1.54 0.17  0.007
C: 6.38 2.68 0.89  -0.143
H: 7.78 4.07 1.82  0.089
H: 9.65 2.40 0.79  0.090
H: 8.29 0.45 -0.49  0.105
H: 5.85 0.96 -0.21  0.106
H: 5.38 3.04 1.10  0.102
C: -4.48 -7.00 6.41  -0.120
C: -4.27 -8.19 5.67  -0.106
C: -3.09 -8.05 5.00  -0.138
N: -2.57 -6.83 5.31  0.008
C: -3.40 -6.18 6.17  -0.152
H: -5.31 -6.77 7.06  0.089
H: -4.93 -9.05 5.62  0.090
H: -2.57 -8.72 4.33  0.106
H: -1.70 -6.46 4.95  0.142
H: -3.16 -5.20 6.54  0.090
C: -4.44 7.31 -6.04  -0.109
C: -3.65 7.26 -7.22  -0.114
C: -3.10 6.01 -7.29  -0.138
N: -3.52 5.30 -6.19  0.011
C: -4.34 6.09 -5.43  -0.136
H: -5.01 8.15 -5.68  0.089
H: -3.51 8.05 -7.94  0.089
H: -2.45 5.56 -8.01  0.105
H: -3.27 4.36 -5.98  0.111
H: -4.78 5.72 -4.52  0.085
C: 1.18 -3.93 -7.16  -0.115
C: 0.33 -4.18 -6.05  -0.112
C: 0.91 -3.58 -4.96  -0.142
N: 2.07 -2.98 -5.37  0.015
C: 2.24 -3.19 -6.71  -0.141
H: 1.03 -4.26 -8.18  0.088
H: -0.59 -4.73 -6.05  0.087
H: 0.59 -3.52 -3.93  0.093
H: 2.70 -2.48 -4.78  0.117
H: 3.10 -2.80 -7.23  0.104
C: -0.71 -1.74 8.69  -0.107
C: -1.15 -2.85 7.91  -0.124
C: -2.09 -2.38 7.03  -0.156
N: -2.24 -1.04 7.26  0.012
C: -1.40 -0.64 8.26  -0.141
H: 0.03 -1.76 9.48  0.092
H: -0.81 -3.87 7.98  0.094
H: -2.67 -2.88 6.27  0.092
H: -2.88 -0.44 6.76  0.135
H: -1.37 0.39 8.59  0.106
C: 10.84 1.07 -8.94  -0.111
C: 10.95 0.85 -10.34  -0.116
C: 9.68 0.71 -10.84  -0.147
N: 8.81 0.84 -9.79  0.004
C: 9.50 1.06 -8.64  -0.141
H: 11.64 1.22 -8.25  0.089
H: 11.86 0.79 -10.92  0.088
H: 9.33 0.53 -11.84  0.103
H: 7.81 0.78 -9.86  0.143
H: 8.99 1.20 -7.70  0.079
C: -3.88 -4.23 10.15  -0.100
C: -4.60 -4.05 11.36  -0.111
C: -5.33 -5.19 11.58  -0.146
N: -5.07 -6.05 10.54  0.005
C: -4.19 -5.47 9.67  -0.137
H: -3.21 -3.53 9.68  0.072
H: -4.59 -3.18 12.00  0.088
H: -6.00 -5.47 12.37  0.103
H: -5.48 -6.97 10.44  0.142
H: -3.86 -6.00 8.79  0.074

## Properties
- Structure (SMILES): CCCNc1c(CCOCC)c2c(c(C(F)(F)c3cccc(C(F)(F)F)c3)c1NCCC)C(=O)C=C(C(F)(F)c1cccc(C(F)(F)F)c1)C2=O.c1cc[nH]c1.c1cc[nH]c1.c1cc[nH]c1.c1cc[nH]c1.c1cc[nH]c1.c1cc[nH]c1.c1cc[nH]c1.c1cc[nH]c1
- LUMO level: -1.49 eV
- Multiplicity: 1

***

2.
C3H8N2O2S | wB97M-V/def2-TZVPD

Each line ends with the natural charge from an NBO analysis.
Cartesian coordinates (Å):
C: 1.75 0.23 1.06  -0.434
N: 0.36 0.20 0.60  -0.916
S: 0.16 1.19 -0.65  2.157
C: -1.53 0.95 -1.20  -0.852
O: 1.08 1.26 -1.75  -0.911
O: -0.04 2.70 0.02  -0.908
H: 1.84 1.13 1.76  0.154
H: 1.88 -0.59 1.68  0.195
H: 2.51 0.21 0.29  0.201
H: -1.71 -0.22 -1.02  0.287
H: -2.09 1.54 -0.48  0.260
H: -1.61 1.35 -2.22  0.254
H: 0.21 2.60 1.01  0.512
C: -1.12 -2.04 1.64  0.075
N: -1.68 -1.06 1.36  -0.308
H: -0.50 -2.90 1.91  0.235

## Properties
- Structure (SMILES): CN=[S@](C)(=O)O.C#N
- LUMO level: 0.72 eV
- Multiplicity: 1
- ΔE to the lowest compared entry with this formula, charge and spin: 76.65 kcal/mol

***

3.
C5H29NO9S | wB97M-V/def2-TZVPD

Each line ends with the natural charge from an NBO analysis.
Cartesian coordinates (Å):
C: 1.82 1.23 0.50  -0.657
C: 0.69 0.78 -0.42  -0.238
N: 0.92 -0.39 -1.21  -0.643
C: 2.24 -0.94 -1.48  -0.076
C: 2.86 -1.74 -0.33  -0.089
O: 1.95 -2.75 0.07  -0.732
C: 3.29 -0.03 -2.34  -0.500
S: 2.80 1.22 -3.66  -0.078
H: 2.79 0.79 0.50  0.217
H: 1.78 2.36 0.38  0.224
H: 1.60 1.19 1.65  0.223
H: -0.12 0.43 0.22  0.187
H: 0.48 1.53 -1.14  0.195
H: 0.37 -0.39 -1.89  0.374
H: 2.02 -1.70 -2.35  0.210
H: 3.09 -1.07 0.51  0.174
H: 3.71 -2.33 -0.67  0.195
H: 1.13 -2.48 -0.35  0.482
H: 3.81 0.62 -1.77  0.199
H: 3.99 -0.79 -2.80  0.220
H: 1.53 1.33 -3.72  0.126
O: 0.83 -1.79 2.38  -0.969
H: 0.35 -1.15 1.93  0.459
H: 1.25 -2.32 1.72  0.499
O: -2.31 -1.35 2.23  -1.016
H: -2.04 -0.29 2.34  0.515
H: -2.44 -1.78 3.05  0.488
O: 1.23 -0.04 4.62  -0.954
H: 2.22 -0.14 4.67  0.465
H: 1.02 -0.52 3.86  0.481
O: -1.27 0.81 -2.93  -0.988
H: -1.63 0.99 -3.89  0.496
H: -1.83 1.24 -2.29  0.496
O: -2.37 3.41 -0.77  -0.948
H: -2.90 3.78 -0.07  0.474
H: -1.51 3.19 -0.46  0.476
O: -4.53 0.11 -1.45  -0.978
H: -4.04 -0.72 -1.22  0.484
H: -4.70 0.57 -0.59  0.453
O: -2.60 1.28 2.36  -0.925
H: -2.90 1.42 3.24  0.489
H: -3.25 1.57 1.79  0.485
O: -3.50 -1.87 -0.17  -0.967
H: -2.75 -1.62 -0.81  0.459
H: -3.09 -1.66 0.72  0.515

## Properties
- Structure (SMILES): CCN[C@H](CO)CS.O.O.O.O.O.O.O.O
- LUMO level: -0.26 eV
- Multiplicity: 1
- ΔE to the lowest compared entry with this formula, charge and spin: 37.56 kcal/mol

***

4.
C15H30O15 | wB97M-V/def2-TZVPD

Each line ends with the natural charge from an NBO analysis.
Cartesian coordinates (Å):
C: -1.80 -2.26 -1.92  -0.252
O: -2.34 -2.61 -3.21  -0.496
C: -3.35 -1.89 -3.66  0.985
O: -3.84 -0.93 -3.13  -0.661
O: -3.75 -2.40 -4.82  -0.492
C: -4.79 -1.66 -5.45  -0.259
H: -2.62 -2.27 -1.20  0.196
H: -1.33 -1.28 -1.95  0.211
H: -1.06 -3.02 -1.69  0.192
H: -5.11 -2.23 -6.31  0.196
H: -4.45 -0.66 -5.72  0.188
H: -5.63 -1.51 -4.77  0.195
C: 1.45 -4.22 5.55  -0.257
O: 1.28 -4.65 4.21  -0.492
C: 1.29 -3.69 3.30  0.978
O: 1.45 -2.51 3.51  -0.645
O: 1.13 -4.23 2.10  -0.496
C: 0.99 -3.30 1.02  -0.259
H: 0.56 -3.72 5.93  0.184
H: 2.29 -3.53 5.64  0.200
H: 1.61 -5.13 6.13  0.196
H: 0.52 -3.86 0.22  0.189
H: 1.97 -2.94 0.72  0.192
H: 0.37 -2.45 1.27  0.209
C: 5.32 2.09 2.77  -0.256
O: 4.17 2.75 2.22  -0.496
C: 3.16 1.95 1.92  0.976
O: 3.06 0.78 2.21  -0.644
O: 2.25 2.66 1.27  -0.500
C: 1.04 1.98 0.91  -0.256
H: 5.84 1.56 1.97  0.185
H: 5.03 1.40 3.56  0.204
H: 5.95 2.88 3.14  0.195
H: 0.44 2.73 0.40  0.201
H: 0.60 1.63 1.84  0.188
H: 1.16 1.13 0.24  0.204
C: 2.63 1.56 -2.58  -0.255
O: 2.23 2.90 -2.83  -0.488
C: 0.96 3.19 -2.61  0.986
O: 0.10 2.42 -2.25  -0.665
O: 0.77 4.48 -2.86  -0.488
C: -0.55 4.95 -2.64  -0.257
H: 3.67 1.50 -2.87  0.200
H: 1.98 0.87 -3.12  0.199
H: 2.59 1.33 -1.51  0.188
H: -0.50 6.03 -2.74  0.199
H: -0.87 4.73 -1.62  0.190
H: -1.26 4.50 -3.33  0.193
C: -1.28 -0.53 3.06  -0.253
O: -2.21 0.30 2.36  -0.496
C: -2.06 0.39 1.05  0.987
O: -1.30 -0.26 0.37  -0.679
O: -2.94 1.25 0.57  -0.492
C: -2.91 1.43 -0.85  -0.277
H: -0.27 -0.12 2.98  0.200
H: -1.27 -1.53 2.65  0.189
H: -1.60 -0.51 4.10  0.199
H: -1.91 1.73 -1.17  0.213
H: -3.60 2.26 -1.03  0.188
H: -3.26 0.54 -1.37  0.218

## Properties
- Structure (SMILES): COC(=O)OC.COC(=O)OC.COC(=O)OC.COC(=O)OC.COC(=O)OC
- LUMO level: 0.61 eV
- Multiplicity: 1
- ΔE to the lowest compared entry with this formula, charge and spin: 0.00 kcal/mol

***

5.
C5H4 | wB97M-V/def2-TZVPD

Each line ends with the natural charge from an NBO analysis.
Cartesian coordinates (Å):
C: -1.32 -1.23 -0.49  0.071
C: -1.09 -1.34 0.76  -0.119
C: -0.10 -0.32 1.07  -0.555
C: 0.10 0.38 -0.31  -0.119
C: -1.00 -0.34 -1.41  -0.309
H: -0.45 0.53 1.83  0.293
H: 0.93 -0.69 1.56  0.287
H: 0.86 1.02 -0.66  0.185
H: -1.43 0.04 -2.38  0.266

## Properties
- Structure (SMILES): C1#CCC=C1
- LUMO level (spin up / spin down): -0.41 / -0.41 eV
- Multiplicity: 1
- ΔE to the lowest compared entry with this formula, charge and spin: 108.63 kcal/mol

***

6.
C5H10IN2 | wB97M-V/def2-TZVPD

Each line ends with the natural charge from an NBO analysis.
Cartesian coordinates (Å):
C: -1.72 -2.04 0.54  -0.047
C: -0.82 -2.53 1.36  -0.411
C: -0.35 -0.98 -1.13  -0.079
C: 0.93 1.40 -0.10  0.291
C: 1.13 2.54 -1.04  -0.740
N: -1.44 -1.15 -0.46  -0.417
N: 0.06 1.36 0.91  -0.689
I: 2.60 0.19 0.24  0.361
H: -2.74 -2.43 0.58  0.224
H: -1.23 -3.42 1.86  0.234
H: 0.19 -2.23 1.40  0.184
H: -0.29 -0.29 -1.95  0.179
H: 0.59 -1.55 -0.95  0.146
H: 0.19 3.09 -1.33  0.272
H: 1.63 2.18 -1.87  0.265
H: 1.71 3.37 -0.45  0.307
H: -0.65 2.10 1.07  0.462
H: 0.20 0.40 1.33  0.458

## Properties
- Charge: +1
- LUMO level: -5.62 eV
- Multiplicity: 1
- ΔE to the lowest compared entry with this formula, charge and spin: 76.05 kcal/mol

***

7.
C3H4ClI | wB97M-V/def2-TZVPD

Each line ends with the natural charge from an NBO analysis.
Cartesian coordinates (Å):
C: 0.61 -0.28 0.39  -0.581
C: -0.20 -0.94 -0.63  -0.148
C: -0.10 1.01 0.61  -0.250
Cl: -1.59 -1.74 -0.18  0.040
I: 0.21 2.78 -0.59  0.100
H: 0.78 -1.06 1.21  0.239
H: 1.61 -0.10 -0.02  0.239
H: -0.17 -0.62 -1.57  0.181
H: -1.16 0.96 0.78  0.180

## Properties
- LUMO level (spin up / spin down): -0.31 / -0.04 eV
- Multiplicity: 1
- ΔE to the lowest compared entry with this formula, charge and spin: 59.60 kcal/mol

***

8.
C5H7ClN2S | wB97M-V/def2-TZVPD

Each line ends with the natural charge from an NBO analysis.
Cartesian coordinates (Å):
C: -3.09 -0.97 -0.91  -0.698
S: -1.80 -1.91 0.13  0.213
C: -0.64 -0.63 0.30  -0.078
N: -0.80 0.45 0.98  -0.453
C: 0.31 1.16 0.95  0.099
N: 1.29 0.50 0.29  -0.340
C: 2.65 1.01 0.15  -0.408
C: 0.91 -0.67 -0.11  0.065
Cl: 1.80 -1.81 -1.03  0.056
H: -3.07 -0.11 -0.27  0.238
H: -3.94 -1.55 -0.59  0.214
H: -3.04 -0.96 -1.99  0.222
H: 0.45 2.07 1.59  0.207
H: 3.33 0.26 0.43  0.218
H: 2.81 1.33 -0.89  0.222
H: 2.83 1.82 0.96  0.223

## Properties
- Structure (SMILES): CSc1ncn(C)c1Cl
- LUMO level: 0.64 eV
- Multiplicity: 1
- ΔE to the lowest compared entry with this formula, charge and spin: 0.90 kcal/mol